A molecular structure, C34H46BN4O8Sr at a distorted geometry. Source: the OMol25 dataset; level of theory: wB97M-V/def2-TZVPD.

## Properties
Charge: -1
Relative energy (zero: lowest compared OMol25 entry of this formula, charge and spin) in kcal/mol: 0.15
F_max in eV Å⁻¹: 1.36

CARTESIAN COORDINATES (ANGSTROEM)
Sr1 0.147953 2.163741 -1.567198
O1 -0.368225 1.668535 -4.323163
C1 0.491975 2.474894 -5.125367
C2 1.838194 2.754114 -4.464032
N1 1.757520 3.339665 -3.133234
C3 1.109575 4.658643 -3.088000
C4 -0.412516 4.720342 -3.385893
O2 -0.809499 5.653946 -4.071232
O3 -1.151910 3.806630 -2.853155
C5 3.037210 3.334803 -2.405990
C6 2.891598 3.692343 -0.892757
O4 3.631088 4.590727 -0.500749
O5 2.015569 3.025759 -0.249683
H1 -0.989027 2.308902 -3.921585
H2 -0.007701 3.407005 -5.394691
H3 0.694769 1.936989 -6.055682
H4 2.418286 3.388513 -5.157227
H5 2.375900 1.807535 -4.366439
H6 1.597742 5.379029 -3.756142
H7 1.239316 5.041151 -2.067662
H8 3.762516 4.030228 -2.845903
H9 3.454139 2.329638 -2.466968
C7 0.338793 -1.849678 -4.379408
C8 -0.517933 -1.850640 -3.144249
C9 -0.042682 -2.370476 -1.946689
C10 -0.788286 -2.284206 -0.776696
C11 -0.210960 -2.719534 0.537765
C12 -2.040725 -1.689161 -0.818487
C13 -2.553232 -1.182299 -2.006647
C14 -3.860787 -0.443218 -2.002305
C15 -1.782602 -1.271353 -3.159354
H10 1.088213 -2.641559 -4.343137
H11 0.862043 -0.894451 -4.467429
H12 -0.262752 -1.979460 -5.279938
H13 0.943757 -2.824460 -1.919401
H14 0.730027 -3.251348 0.393327
H15 -0.887305 -3.375812 1.088177
H16 -0.039208 -1.845589 1.177507
H17 -2.602391 -1.566412 0.100469
H18 -3.711770 0.565145 -1.606014
H19 -4.589891 -0.935247 -1.356148
H20 -4.279595 -0.367349 -3.006341
H21 -2.156696 -0.843065 -4.083779
C16 -1.192202 -5.222062 4.731278
C17 0.037076 -4.424822 4.394226
C18 0.738246 -4.644012 3.216503
C19 1.877659 -3.917132 2.903926
C20 2.327644 -2.927028 3.767238
N2 3.496731 -2.179725 3.504919
C21 4.037363 -1.792837 2.291878
O6 5.238996 -1.643795 2.170416
N3 3.118977 -1.532469 1.304036
C22 3.421139 -1.108546 -0.000190
C23 4.684557 -1.195220 -0.576343
C24 4.844229 -0.722989 -1.869872
C25 3.767199 -0.161510 -2.530839
N4 2.557351 -0.071293 -1.984650
C26 2.387971 -0.554941 -0.759915
C27 1.635789 -2.697930 4.954454
C28 0.513337 -3.444092 5.260863
H22 -1.574017 -5.743482 3.854056
H23 -1.985388 -4.577791 5.112500
H24 -0.978948 -5.970128 5.498210
H25 0.389025 -5.398225 2.520927
H26 2.420561 -4.122032 1.990712
H27 4.161863 -2.089773 4.255082
H28 2.152636 -1.451842 1.584801
H29 5.512498 -1.598023 -0.017820
H30 5.812238 -0.766624 -2.350098
H31 3.880769 0.244793 -3.529713
H32 1.391863 -0.463619 -0.329687
H33 1.973971 -1.916237 5.623248
H34 -0.018719 -3.243899 6.183901
C29 -4.595375 0.531458 1.617135
C30 -3.657587 1.731877 1.728164
C31 -4.473356 3.000913 1.916388
O7 -2.932207 1.826438 0.492956
B1 -1.647413 1.221804 0.605345
O8 -1.491599 0.912274 1.982867
C32 -2.524865 1.525063 2.764563
C33 -1.961980 2.837326 3.305723
C34 -2.876335 0.604146 3.923432
H35 -5.241946 0.673202 0.750243
H36 -5.223166 0.417863 2.504206
H37 -4.028291 -0.388147 1.468462
H38 -5.262132 3.043610 1.163981
H39 -3.852415 3.886881 1.801431
H40 -4.941751 3.023748 2.904665
H41 -1.686115 3.505328 2.489916
H42 -1.057836 2.617296 3.874085
H43 -2.671839 3.348837 3.960156
H44 -3.140684 -0.392394 3.573064
H45 -3.710739 1.005072 4.505943
H46 -2.013282 0.511721 4.584727

Forces on the atoms, in the same order (eV/Å):
-0.4 -0.9 0.9
0.1 0.1 0.1
0.2 0.0 0.0
0.2 0.0 0.0
-0.3 0.2 0.1
0.2 0.3 -0.1
-0.3 0.0 0.0
0.1 0.0 0.0
0.5 -0.1 0.0
0.1 0.1 -0.2
0.1 0.3 -0.6
0.0 -0.2 0.4
-0.1 0.0 -0.3
-0.1 0.1 -0.1
0.0 0.0 0.0
0.0 0.0 0.0
0.0 0.0 0.0
0.0 0.0 0.0
0.1 -0.1 0.0
0.0 0.0 -0.1
-0.1 0.0 0.0
0.0 0.0 0.0
0.0 0.0 0.0
0.0 0.0 0.0
0.0 0.0 0.0
0.0 0.0 0.0
0.0 -0.1 0.0
0.0 0.0 -0.1
-0.1 0.1 0.1
0.0 0.0 0.0
0.0 0.1 0.0
0.0 0.0 0.0
0.0 0.0 0.0
0.0 0.0 0.0
0.0 0.0 0.0
0.0 0.0 0.0
0.0 0.0 0.0
0.0 0.0 0.0
0.0 0.0 0.0
0.0 0.0 0.0
0.0 0.0 0.0
0.0 0.0 0.0
0.0 0.0 0.0
0.0 0.0 0.0
0.0 0.0 0.0
0.0 0.0 0.0
0.0 0.0 0.0
0.0 0.1 0.0
0.0 0.0 0.1
0.0 0.2 0.0
0.0 0.0 0.0
0.0 -0.2 0.0
0.0 0.1 0.0
-0.1 0.0 0.0
0.0 0.0 0.0
0.0 -0.1 -0.1
-0.3 0.0 0.1
0.1 0.2 0.1
0.0 0.0 -0.1
0.0 0.0 0.0
0.0 0.0 0.0
0.0 0.0 0.0
0.0 0.0 0.0
0.0 0.0 0.0
0.0 0.0 0.0
0.0 -0.1 0.0
0.0 0.0 0.0
0.0 0.0 0.0
0.0 0.0 0.0
0.0 0.0 0.0
0.0 0.0 0.0
0.0 0.0 0.0
0.0 0.0 0.0
0.0 0.0 0.0
0.0 0.0 0.0
0.0 0.0 0.0
0.1 -0.1 -0.1
0.0 0.5 0.2
0.1 -0.3 -0.2
0.0 0.0 0.0
0.0 0.0 0.0
0.0 0.0 0.0
0.0 0.0 0.0
0.0 0.0 0.0
0.0 0.0 0.0
0.0 0.0 0.0
0.0 0.0 0.0
0.0 0.0 0.0
0.0 0.0 0.0
0.0 0.0 0.0
0.0 0.0 0.0
0.0 0.0 0.0
0.0 0.0 0.0
0.0 0.0 0.0

Mulliken atomic charge list, values in e, 4 entries: number 1, Sr, carries 0.971; number 2, O, carries -0.407; number 3, C, carries -0.990; number 4, C, carries -0.252